*a*
50
Properties=species:S:1:pos:R:3 method="wB97M-V/def2-TZVPD" charge=-2 e_homo_ev=-1.2
Tl -0.05574 0.04888 -0.04020
C -1.15273 -0.12598 2.91135
C -0.19631 -1.14530 2.71738
C 1.07252 -0.53318 2.61320
C 0.89688 0.86651 2.74213
C -0.47778 1.11465 2.93171
C -1.13214 2.45023 3.13454
C 2.00727 1.87521 2.74519
C 2.37819 -1.25381 2.45867
C -0.46561 -2.62004 2.67318
C -2.61374 -0.31826 3.19054
H -1.62896 2.53325 4.11037
H -1.89318 2.67088 2.37735
H -0.40132 3.26077 3.08494
H 2.49248 1.97353 3.72719
H 1.65731 2.87148 2.46330
H 2.79529 1.61234 2.03355
H 2.88253 -1.44059 3.41853
H 3.08624 -0.69882 1.83591
H 2.23722 -2.22452 1.97731
H -0.14131 -3.13554 3.58806
H 0.03154 -3.09985 1.82588
H -1.53276 -2.82403 2.55569
H -2.82647 -0.52863 4.24874
H -3.04124 -1.14859 2.61933
H -3.19302 0.57727 2.94201
Cl -5.63217 -0.05365 -0.33212
C -3.83096 0.00319 -0.29751
Cl -3.10826 -1.56450 -0.61821
H -3.54557 0.31506 0.69908
H -3.48983 0.69628 -1.06042
S -1.48277 3.58012 -4.36532
C -1.77243 2.49263 -3.10994
N -1.95372 1.74002 -2.23871
C -0.12960 -0.63045 -3.98737
As 1.63523 -0.21480 -3.36674
C 2.02379 1.35860 -4.43500
C 2.92990 -1.43802 -4.08047
O 1.89155 0.29208 -1.80339
H -0.25822 -0.12158 -4.94249
H -0.83696 -0.22047 -3.26832
H -0.26002 -1.70530 -4.05123
H 2.01965 1.11847 -5.49964
H 2.99780 1.74334 -4.13288
H 1.26021 2.11016 -4.23045
H 2.86847 -1.39156 -5.16805
H 2.74885 -2.43972 -3.70648
H 3.90122 -1.06975 -3.74937
N 0.90656 -2.64392 -2.07852
C 0.33211 -2.71416 -1.06229

---

*b*
50
Properties=species:S:1:pos:R:3 method="wB97M-V/def2-TZVPD" charge=-2 e_homo_ev=-1.4
Tl -0.43359 0.14068 -0.69605
C 1.72740 1.81231 0.65869
C 1.22739 0.91914 1.62803
C -0.09874 1.30960 1.94401
C -0.41335 2.44669 1.16968
C 0.71155 2.74984 0.36438
C 0.90133 3.97549 -0.48584
C -1.66008 3.27105 1.31558
C -0.93241 0.72814 3.04976
C 1.99000 -0.17806 2.31787
C 3.11973 1.83765 0.09537
H 1.48872 3.75847 -1.38337
H 1.43397 4.76362 0.06348
H -0.05628 4.39691 -0.80238
H -1.81982 3.92315 0.45275
H -1.61152 3.91606 2.20316
H -2.54268 2.63532 1.41993
H -1.99832 0.81793 2.83219
H -0.74113 1.23766 4.00443
H -0.70961 -0.33201 3.19390
H 1.43836 -1.12322 2.31029
H 2.18233 0.07565 3.36815
H 2.95037 -0.35606 1.83301
H 3.11780 2.08151 -0.97062
H 3.60408 0.86636 0.20469
H 3.74971 2.58301 0.60096
Cl -1.68806 3.78049 -4.31214
C -1.69690 2.62517 -2.96586
Cl -1.80808 0.95018 -3.52810
H -2.55785 2.84247 -2.34409
H -0.77205 2.74208 -2.40885
S -5.34157 -0.01122 1.48708
C -3.91339 0.00268 0.70835
N -2.88214 0.00895 0.15512
C -0.62153 -3.04955 0.34784
As 0.43765 -3.34175 -1.29704
C 0.10482 -4.91153 -2.48532
C 1.77523 -4.47916 -0.24655
O 1.48119 -2.17578 -1.81599
H -0.63184 -3.93854 0.97998
H -1.64243 -2.74292 0.12542
H -0.12642 -2.24720 0.89924
H -0.39411 -5.70209 -1.91975
H 1.08094 -5.28057 -2.80410
H -0.49222 -4.64697 -3.35389
H 1.36468 -5.42439 0.12760
H 2.12830 -3.89049 0.60440
H 2.63639 -4.70385 -0.88038
N -1.85864 -2.17677 -3.33620
C -1.20721 -2.48615 -2.42881

---

Preferred: *a*; penalty for the next structure: 0.0401 hartree.

---

*a*
8
Properties=species:S:1:pos:R:3 method="wB97M-V/def2-TZVPD" charge=0 e_homo_ev=-8.7 smiles=CSP
C 0.40620 -0.38644 -1.13447
S -0.48671 0.93534 -0.36436
P -0.75233 0.17918 1.65806
H 0.38530 -0.22914 -2.30012
H 0.03103 -1.48400 -0.94451
H 1.42474 -0.51867 -0.96178
H 0.35294 0.61474 2.26644
H -1.54575 1.21336 2.12744

---

*b*
8
Properties=species:S:1:pos:R:3 method="wB97M-V/def2-TZVPD" charge=0 e_homo_ev=-8.8 smiles="C[PH2]=S"
C -0.17658 -0.73541 -0.75705
P 0.20439 0.60035 0.62956
S 1.89310 1.37668 1.38666
H -0.70074 -1.57692 -0.32963
H 0.81074 -1.06782 -1.10428
H -0.69321 -0.26384 -1.58051
H -0.66912 0.07766 1.59831
H -0.66858 1.58931 0.15694

---

*c*
8
Properties=species:S:1:pos:R:3 method="wB97M-V/def2-TZVPD" charge=0 e_homo_ev=-8.9 smiles="C=S.P"
C -1.84356 0.80395 -0.33933
S -2.84753 -0.39432 0.15392
H -2.37175 1.73536 -0.41335
H -0.70619 0.62415 -0.61243
P 2.02846 -0.48677 -0.23429
H 2.27011 -1.98650 -0.02857
H 2.61479 0.19030 0.92254
H 0.85567 -0.48615 0.55152

---

Preferred: *b*; penalty for the next structure: 0.0147 hartree.

---

*a*
89
Properties=species:S:1:pos:R:3 method="wB97M-V/def2-TZVPD" charge=0 e_homo_ev="-7.8 / -8.4" spin_multiplicity=2
Ta 0.19256 0.28872 -0.35380
C 4.58397 0.01593 0.90034
Si 2.93596 -0.18625 1.76223
C 3.01992 -1.39095 3.20564
C 2.42259 1.46423 2.46221
N 1.73891 -0.84668 0.57327
C 1.78380 -2.15752 0.26483
C 2.85982 -3.02592 0.58994
C 2.81055 -4.35844 0.30334
C 1.67834 -4.91442 -0.33358
C 0.64354 -4.11488 -0.71363
C 0.66100 -2.70514 -0.47175
N -0.30093 -1.85091 -0.84641
Si -1.55749 -2.48712 -1.98529
C -2.78457 -1.22078 -2.61194
C -2.53365 -3.85401 -1.14569
C -0.68830 -3.11800 -3.52248
H 5.28321 0.52339 1.57041
H 4.45236 0.63954 0.01397
H 5.04487 -0.92072 0.58581
H 4.03292 -1.77517 3.34934
H 2.35790 -2.25004 3.08963
H 2.72650 -0.88054 4.12430
H 2.83821 1.53221 3.47100
H 1.34561 1.59958 2.55147
H 2.81525 2.28967 1.87036
H 3.73315 -2.62747 1.08295
H 3.64317 -4.99582 0.57004
H 1.64075 -5.97714 -0.53282
H -0.20439 -4.55862 -1.21010
H -3.47303 -0.98448 -1.80188
H -3.32915 -1.68539 -3.43738
H -2.25748 -0.33553 -2.97249
H -2.34700 -3.89942 -0.07176
H -2.31673 -4.83461 -1.57445
H -3.59971 -3.65449 -1.26320
H -0.39567 -2.27935 -4.15710
H -1.38842 -3.73403 -4.09390
H 0.20166 -3.71492 -3.32663
C 1.05347 -0.16607 -2.37222
H 2.01819 0.34017 -2.44501
H 0.40668 0.24856 -3.15031
H 1.22153 -1.21639 -2.59384
N -0.61134 -2.50982 2.31888
C -0.64279 -1.17142 2.46647
O -0.84654 -0.43503 1.43656
C -0.49989 -0.62099 3.75319
C -0.27337 -1.48752 4.85081
N -0.04692 -2.25049 5.68654
C -0.68027 0.76233 3.96718
N -0.82794 1.89431 4.13939
H -0.68445 -2.89458 1.39416
H -0.43459 -3.11392 3.10413
C -1.11155 4.29573 1.75472
S -1.50731 2.96657 0.63465
C -2.89818 2.27938 1.51195
O -0.32735 2.01760 0.88115
H -1.95005 4.99152 1.76698
H -0.22470 4.79040 1.36326
H -0.92369 3.87194 2.74117
H -3.70572 3.00946 1.44631
H -2.61831 2.07919 2.54410
H -3.18378 1.37210 0.98639
Br 1.66388 7.05235 -3.83753
C 2.34146 5.74022 -2.66470
C 3.59051 5.91659 -2.08011
N 4.12847 5.03430 -1.24588
C 3.43080 3.93872 -0.96559
C 2.17568 3.68498 -1.50423
C 1.61169 4.60568 -2.37835
C 1.43156 2.45898 -1.15251
O 0.28651 2.22791 -1.60367
O 1.93597 1.59326 -0.36707
H 4.17178 6.80466 -2.29834
H 3.88161 3.22675 -0.28436
H 0.63676 4.42287 -2.81012
F -1.62491 0.51785 -0.87376
As -4.38004 1.31959 -3.16303
F -3.95494 0.77882 -4.71499
F -2.88210 2.11744 -3.08431
F -5.36247 2.62941 -3.51541
F -4.41501 1.32827 -1.45923
F -5.55635 0.09317 -3.11615
N -3.98976 -1.56326 2.11124
N -3.68315 -1.23422 0.75046
H -3.54504 -0.91765 2.75652
H -3.61157 -2.48238 2.29858
H -2.81603 -0.70888 0.69720
H -4.43646 -0.65296 0.40392

---

*b*
89
Properties=species:S:1:pos:R:3 method="wB97M-V/def2-TZVPD" charge=0 e_homo_ev="-8.7 / -8.8" spin_multiplicity=2
Ta 0.22504 0.93456 0.75065
C 3.85434 2.02615 1.42754
Si 3.21109 2.54188 -0.23285
C 3.12094 4.42982 -0.12950
C 4.31062 1.97972 -1.63113
N 1.46523 2.03485 -0.52862
C 0.83021 2.66453 -1.55413
C 1.48076 3.39906 -2.57961
C 0.76949 4.04286 -3.54784
C -0.64765 4.00580 -3.55730
C -1.31637 3.27769 -2.62707
C -0.61753 2.54949 -1.61809
N -1.20032 1.75245 -0.71648
Si -2.87880 1.12506 -1.04654
C -2.87466 0.47689 -2.79940
C -4.10358 2.53084 -0.79135
C -3.36207 -0.30153 0.03688
H 4.86775 2.44186 1.45831
H 3.94317 0.95912 1.59403
H 3.30084 2.48455 2.24891
H 3.19087 4.75229 0.91278
H 2.21929 4.86733 -0.56015
H 3.97122 4.87625 -0.65113
H 5.28281 1.71561 -1.21498
H 4.46742 2.75606 -2.38064
H 3.92860 1.08184 -2.11852
H 2.55547 3.45050 -2.59922
H 1.29331 4.59522 -4.31644
H -1.19325 4.55510 -4.31267
H -2.39453 3.24833 -2.63922
H -3.90630 0.40634 -3.15686
H -2.46962 -0.53826 -2.77573
H -2.31006 1.06743 -3.51891
H -4.25702 3.14334 -1.68067
H -3.80675 3.20768 0.01276
H -5.07245 2.10743 -0.51462
H -2.58745 -1.05620 0.14997
H -4.18377 -0.79899 -0.48656
H -3.70727 0.00036 1.02025
C 1.32269 0.46336 2.52695
H 2.16449 -0.13581 2.15324
H 0.68196 -0.21797 3.10212
H 1.70518 1.21265 3.21730
N 0.61295 -2.55269 -1.22208
C 0.05872 -2.14793 -0.08024
O 0.06331 -0.83598 0.11076
C -0.49883 -2.96745 0.87724
C -0.48875 -4.37077 0.67549
N -0.49773 -5.50740 0.49021
C -1.05035 -2.40697 2.05612
N -1.47296 -1.94543 3.02342
H 0.83387 -3.53398 -1.30180
H 1.29691 -1.92606 -1.62567
C -5.11735 -3.47425 -2.52220
S -3.35176 -3.78661 -2.66534
C -3.35027 -5.33929 -1.77010
O -2.68982 -2.77250 -1.79235
H -5.67402 -4.24826 -3.04966
H -5.31068 -2.50546 -2.97923
H -5.38334 -3.45150 -1.46550
H -3.95187 -6.06591 -2.31660
H -3.74493 -5.17293 -0.76825
H -2.32213 -5.68327 -1.69861
Br -5.03709 -1.36035 6.36404
C -4.65069 -0.16734 4.95555
C -5.69283 0.45310 4.27827
N -5.49049 1.29693 3.27400
C -4.23458 1.53000 2.90771
C -3.13724 0.95382 3.52717
C -3.34412 0.09188 4.59438
C -1.74776 1.32179 3.11232
O -0.98246 1.86275 3.87748
O -1.44541 1.02729 1.85197
H -6.72005 0.26217 4.56456
H -4.09685 2.21535 2.08008
H -2.51072 -0.38074 5.09327
F 2.71088 -0.53725 -0.16705
As 3.99876 -1.78364 0.01744
F 2.76408 -2.90405 0.49256
F 4.15448 -1.28615 1.67181
F 5.20858 -2.98477 0.16613
F 5.16889 -0.59401 -0.43686
F 3.70331 -2.16378 -1.64882
N -0.89004 3.98038 1.43567
N 0.22577 3.11253 1.71188
H -1.28010 4.30192 2.31489
H -1.59489 3.42152 0.96720
H 0.25252 2.87821 2.70595
H 1.06400 3.63388 1.47303

---

Preferred: *a*; penalty for the next structure: 0.0145 hartree.

---

*a*
17
Properties=species:S:1:pos:R:3 method="wB97M-V/def2-TZVPD" charge=-2 e_homo_ev=0.5
C 0.31416 -1.54084 0.45374
O -0.48292 -2.22255 -0.39949
C -0.39016 -0.30259 1.19168
C -0.60026 1.07745 0.38173
S -0.62151 2.51623 1.84923
H 0.67286 -2.12678 1.33296
H 1.05767 -1.02266 -0.23752
H 0.23053 0.06911 2.01636
H -1.24049 -0.74906 1.68587
H -1.54928 1.08642 -0.14794
H 0.17923 1.31456 -0.22959
H 1.90524 1.17032 -0.86533
H 1.96522 -0.05357 -1.37623
O 2.53742 0.70898 -1.46907
H -0.74346 -1.57776 -2.30398
H -0.35917 -3.10585 -2.50690
O -0.56908 -2.32001 -3.02124

---

*b*
17
Properties=species:S:1:pos:R:3 method="wB97M-V/def2-TZVPD" charge=-2 e_homo_ev=0.3
C 0.01466 -0.45135 -0.20312
O -1.20857 0.19740 0.01997
C 1.23463 0.48777 -0.01923
C 2.60379 -0.08556 -0.42262
S 4.04967 0.99094 0.01600
H 0.14830 -1.19779 0.58941
H 0.04958 -0.92636 -1.19407
H 1.23299 0.70502 1.05764
H 1.02247 1.41559 -0.55910
H 2.61166 -0.14725 -1.51652
H 2.67536 -1.07815 0.02533
H -2.16135 2.33005 1.13793
H -2.57041 1.20499 0.27679
O -2.95736 2.01555 0.66783
H -2.10260 -1.01879 0.03729
H -2.00356 -2.54994 -0.10248
O -2.63928 -1.89212 0.18895

---

Preferred: *b*; penalty for the next structure: 0.0749 hartree.